40
Properties=species:S:1:pos:R:3:forces:R:3:mulliken_charge:R:1 method="wB97M-V/def2-TZVPD" e_above_lowest_ev=0.0000 charge=-1 e_tot_ha=-1983.7296 molar_mass_g_mol=443.339 multiplicity=1 gap_ev=5.1
N -2.58243 0.02473 1.54484 1.879 0.937 0.072 -0.6071
C -1.51882 0.50954 1.51347 -1.753 -0.656 -0.028 -0.0632
C -0.22645 1.13343 1.51663 0.788 0.268 0.126 0.1221
C 0.94272 0.35162 1.34611 -0.837 -1.323 -0.268 -0.3133
C 2.17216 0.98079 1.59729 1.975 -0.319 0.348 0.0187
N 3.41863 0.42442 1.89870 -1.390 1.191 -0.271 0.8630
O 3.85124 -0.70110 2.01374 -0.140 0.826 -0.116 -0.6711
O 4.26934 1.54648 2.17180 -0.227 -1.257 -0.238 -0.2123
N 3.58967 2.72380 2.10347 -2.303 -0.725 -0.790 -0.5606
C 2.31810 2.37014 1.75254 1.695 1.689 1.248 1.1758
C 1.12365 3.18388 1.80664 -0.429 -0.531 -0.214 -0.6468
N 1.15399 4.60155 2.08042 -0.542 1.447 0.244 0.8923
O 2.21190 5.25481 2.01202 -1.439 -1.515 0.032 -0.5834
O 0.05407 5.13078 2.37822 1.597 -0.649 -0.425 -0.6252
C -0.11603 2.52967 1.73263 0.524 0.123 -0.166 -0.4848
H 0.94003 -0.73576 1.29026 -0.207 0.358 0.315 0.8671
H -1.03048 3.11754 1.83293 0.413 -0.142 0.043 0.5487
C -4.85856 -2.36960 -1.00470 -0.148 -0.016 -0.002 -1.4737
C -3.42773 -1.93901 -1.12011 0.397 0.179 0.033 1.2532
C -3.07675 -0.82956 -1.89961 0.016 -0.103 0.171 -0.5050
C -1.76973 -0.37107 -1.93011 0.457 -0.202 0.333 -0.6607
C -0.75509 -1.04381 -1.20519 -0.603 -0.352 0.196 0.4238
C 0.57128 -0.49718 -1.08174 1.159 0.210 -0.387 -1.1426
S 1.85607 -1.64818 -1.32514 -1.117 1.182 0.179 1.0447
C 3.18768 -0.49780 -1.97238 -0.001 0.200 0.146 0.5754
F 4.38371 -1.10521 -1.91391 -0.498 0.418 -0.132 -0.2361
F 2.92829 -0.14351 -3.24913 0.315 -0.159 0.743 -0.2415
F 3.23621 0.64024 -1.22316 0.190 -0.759 -0.579 -0.1687
O 2.31447 -2.12906 -0.03985 0.341 -0.366 -0.464 -0.6314
O 1.60092 -2.57895 -2.40068 0.464 -0.099 0.343 -0.7152
C -1.09533 -2.23631 -0.51953 -0.118 0.473 -0.082 -0.3502
C -2.41813 -2.62868 -0.43514 -0.264 0.007 -0.351 -0.8254
H -4.91983 -3.27639 -0.39706 -0.153 0.088 -0.090 0.3419
H -5.47068 -1.59044 -0.53294 0.087 -0.154 -0.039 0.2876
H -5.28738 -2.57504 -1.99253 -0.006 -0.031 0.142 0.3398
H -3.85291 -0.31108 -2.46789 0.196 -0.090 0.156 0.3259
H -1.47673 0.51181 -2.50391 -0.230 -0.232 0.138 0.3379
H 0.78200 0.45583 -1.56683 -0.038 -0.241 -0.111 0.7355
H -0.32292 -2.80276 0.00341 -0.185 0.202 -0.054 0.3522
H -2.70016 -3.48054 0.18645 0.132 0.123 -0.200 0.2127

47
Properties=species:S:1:pos:R:3:forces:R:3:mulliken_charge:R:1 method="wB97M-V/def2-TZVPD" e_above_lowest_ev=0.6936 charge=+2 e_tot_ha=-2392.5869 molar_mass_g_mol=674.992 s2=6.03 multiplicity=5 gap_ev="7.2 / 5.5"
C 0.75528 0.66983 -2.55105 0.583 -0.207 -2.616 -1.1246
I 1.35120 2.78566 -0.46492 0.475 0.368 0.377 0.1120
H 1.65370 1.12154 -2.91895 0.300 1.123 0.072 0.5084
H -0.13449 0.97290 -3.18316 1.161 -1.237 0.406 0.4264
H 1.17772 -0.41578 -2.41385 -1.029 0.856 -1.542 0.0348
Ir 0.43197 0.34334 -0.66735 -2.021 -0.776 3.448 1.7155
P 1.73080 -1.64227 -0.43385 1.375 -1.402 -0.034 0.4077
C 1.19258 -2.92950 -1.59621 -0.086 -0.149 -0.205 -1.1724
C 3.42288 -1.17325 -0.91089 0.180 0.039 0.070 -1.1540
H 2.11416 -1.85080 1.93199 0.087 -0.178 -0.014 0.3721
H 2.68407 -3.30094 1.06501 -0.181 0.138 -0.135 0.4751
H 0.93631 -3.05310 1.36208 0.126 -0.037 -0.067 0.3607
C 1.88312 -2.55530 1.13225 -0.240 0.352 0.169 -1.2580
H 3.80197 -0.41735 -0.21808 -0.117 -0.078 0.000 0.3463
H 4.10109 -2.02862 -0.88547 -0.129 -0.090 0.050 0.4636
H 1.94020 -3.72966 -1.66015 -0.087 0.183 0.085 0.4547
H 1.03806 -2.53612 -2.60636 0.032 -0.040 0.112 0.3930
H 3.46765 -0.75336 -1.91760 -0.166 -0.032 -0.001 0.3426
H 0.24881 -3.37343 -1.25429 0.169 0.128 -0.039 0.3730
C -1.09827 -0.51346 -1.41784 -3.750 -1.900 -3.380 -0.0015
O -1.89057 -1.03387 -2.09652 2.574 1.524 2.363 -0.3504
Cl 1.71067 0.66971 1.57975 0.845 0.808 0.596 -0.3142
N -0.84418 -0.30986 1.08342 2.045 0.524 0.040 -0.4622
S -2.42779 -0.30330 1.16848 -2.860 0.835 1.303 0.1004
C -2.79813 -0.28918 2.95018 -0.335 -0.881 0.291 0.7227
C -1.95627 0.40502 3.82417 -0.273 -0.201 -0.232 0.0179
C -2.30313 0.43825 5.17027 0.705 0.402 0.002 -0.7763
C -3.43991 -0.23931 5.60993 -0.086 0.153 1.025 -0.3765
C -4.26041 -0.96449 4.75749 0.143 0.013 -0.822 -0.6488
C -3.93606 -0.99882 3.39303 0.289 0.083 -0.356 -0.4845
C -2.90164 1.38988 0.78105 -1.031 0.341 -0.690 0.9740
C -4.19877 1.61520 0.27397 0.381 -0.602 0.180 -0.5899
C -4.61549 2.92351 0.02663 -0.296 -0.615 0.039 -0.5882
C -3.76396 3.98379 0.25852 0.249 0.351 -0.101 -0.4985
C -2.48986 3.74580 0.75104 0.691 0.478 0.283 -0.8020
C -2.06662 2.45925 1.04420 0.521 -0.227 0.047 -0.1642
H -0.42667 -0.83146 1.86040 0.068 0.144 -0.130 0.2568
H -1.05505 0.88153 3.44937 -0.104 0.119 0.172 0.2652
H -1.63918 1.01280 5.85796 -0.799 -0.660 -0.483 0.3796
H -3.68255 -0.20309 6.68073 0.088 -0.023 -0.534 0.3862
H -5.14378 -1.50406 5.11757 0.464 0.284 -0.104 0.4137
H -4.54415 -1.57602 2.68176 0.274 0.327 0.375 0.4103
H -4.87024 0.76740 0.10489 0.180 0.357 -0.057 0.4033
H -5.61676 3.10639 -0.34708 0.093 -0.102 0.011 0.4285
H -4.07708 5.00297 0.03799 0.031 -0.251 0.081 0.4242
H -1.78758 4.57655 0.92391 -0.502 -0.426 -0.049 0.4374
H -1.07856 2.26990 1.45048 -0.036 0.184 -0.006 0.3602

29
Properties=species:S:1:pos:R:3:forces:R:3:mulliken_charge:R:1 method="wB97M-V/def2-TZVPD" smiles="C=C(C)N([O-])C(C)(C)C(C)C" e_above_lowest_ev=0.1782 charge=-1 e_tot_ha=-483.5725 molar_mass_g_mol=156.249 multiplicity=1 gap_ev="5.5 / 5.5"
C 1.89780 1.27745 -1.19382 -2.916 0.825 -0.339 -1.4248
C 2.09666 0.29111 -0.29861 -1.939 -1.612 0.179 0.8853
C 3.47670 0.09931 0.20021 1.463 -0.712 -0.576 -1.4628
N 1.12018 -0.57407 0.16658 4.345 0.090 -0.068 0.4241
O 1.48787 -1.32916 1.27598 -0.048 -0.199 -0.093 -0.9252
C -0.20576 -0.69204 -0.27609 -2.645 1.441 -0.685 1.1070
C -0.50067 -0.35986 -1.73304 0.106 -1.821 -0.887 -2.5782
C -0.72127 -2.15459 -0.01646 1.526 0.919 1.412 -1.5045
C -0.95926 0.46726 0.50411 -1.500 -2.956 0.790 0.5861
C -1.00785 -0.07887 1.94850 0.921 1.715 -0.008 -1.5502
C -2.32741 0.82901 -0.08430 3.135 3.870 -1.120 -1.4641
H 2.70382 1.92155 -1.29562 1.304 1.241 -0.643 0.3486
H 0.86002 1.68386 -1.41860 1.652 -0.619 0.136 0.1663
H 4.25705 0.41672 -0.47625 -0.276 0.927 -1.105 0.5078
H 3.84505 -0.91356 0.27188 -0.778 -0.607 0.920 0.3492
H 3.72640 0.68846 1.04810 -0.228 0.053 1.354 0.2598
H -1.39161 -0.90157 -2.02241 -0.177 -0.894 -0.039 0.6302
H 0.28453 -0.62440 -2.40245 0.739 -0.501 -0.507 0.4412
H -0.85281 0.56460 -2.06815 0.400 2.067 0.226 0.4927
H -0.75188 -2.67723 -0.98012 0.396 -0.225 0.406 0.4342
H -1.75513 -2.09359 0.35494 0.334 -0.237 0.051 0.2140
H 0.10293 -2.47660 0.80669 -1.961 0.061 -1.783 0.4032
H -0.30109 1.30640 0.37651 0.262 0.525 0.433 0.3993
H 0.03419 -0.45224 2.09173 -0.260 0.987 0.945 0.5022
H -1.49910 -1.00925 2.12306 -1.223 -0.476 -0.405 0.3228
H -1.44226 0.70244 2.61401 0.665 -0.568 0.093 0.3981
H -2.94028 0.06108 -0.31782 -1.838 -2.770 -0.769 0.2987
H -2.03313 1.41141 -1.06168 -1.333 -0.862 1.764 0.2978
H -2.87156 1.51012 0.55449 -0.128 0.336 0.315 0.4411

16
Properties=species:S:1:pos:R:3:forces:R:3:mulliken_charge:R:1 method="wB97M-V/def2-TZVPD" e_above_lowest_ev=6.0856 charge=+1 e_tot_ha=-547.8657 molar_mass_g_mol=210.038 multiplicity=1 gap_ev="8.4 / 8.4"
C 1.41189 0.16154 -1.79262 -2.241 2.280 1.020 -0.7476
C -0.20250 1.70732 -1.12269 1.951 -0.912 -0.368 -0.3518
C 0.99632 -0.79349 -0.71973 0.126 0.091 -1.223 0.1123
C -0.52091 -0.76213 -0.57235 0.154 0.519 -2.205 -1.4277
C -0.62994 1.00351 1.15245 0.472 -0.611 1.038 -0.8283
N -0.91762 0.65903 -0.29365 -0.310 -0.042 0.267 0.0925
I 0.02890 0.89251 -3.11676 -0.298 -0.285 -1.063 0.4276
H 2.30105 0.75004 -1.82845 0.521 0.014 0.143 0.5348
H 1.54602 -1.74325 -0.87742 -1.060 0.005 0.269 0.3793
H 1.37341 -0.34077 0.17132 0.549 -0.069 0.887 0.2797
H -1.14443 -0.93026 -1.46683 0.888 -0.798 0.079 0.4672
H -0.87651 -1.37532 0.18156 -0.690 -1.198 1.555 0.5796
H -1.46773 1.58978 1.50793 -0.138 -0.042 0.225 0.4004
H -0.55634 -0.00956 1.73395 0.014 2.239 -0.918 0.3280
H 0.27822 1.68645 1.24480 -1.005 -1.304 -0.345 0.3228
H -1.94409 0.71386 -0.51760 1.068 0.114 0.639 0.4312

20
Properties=species:S:1:pos:R:3:forces:R:3:mulliken_charge:R:1 method="wB97M-V/def2-TZVPD" smiles="C=C(C)N.N=C(N)N" e_above_lowest_ev=0.7696 charge=0 e_tot_ha=-378.6100 molar_mass_g_mol=116.168 multiplicity=1 gap_ev=8.3
C -1.46184 -2.39314 0.28321 0.793 0.526 -0.813 -0.9875
C -0.65604 -1.62448 1.02766 -1.074 -0.647 0.431 0.6798
C -0.69363 -1.65050 2.55566 0.692 0.656 -0.656 -1.1690
N 0.20085 -0.69988 0.45643 1.269 1.637 0.601 -0.4962
H -1.41737 -2.38763 -0.81854 0.026 0.135 0.686 0.2712
H -2.14234 -3.06669 0.73032 -0.610 -0.508 0.456 0.2908
H -0.66978 -0.58127 2.87048 -0.378 -0.769 0.161 0.3129
H 0.22482 -2.10159 2.95919 -0.198 -0.007 -0.093 0.2734
H -1.55742 -2.19623 2.93086 0.057 0.172 0.049 0.3371
H 0.82551 -0.24914 1.17163 -1.045 -0.519 -1.166 0.2424
H -0.25302 0.01372 -0.15666 0.538 -0.859 0.397 0.2907
N -0.57872 1.29895 -1.60014 1.267 2.308 -0.949 -0.7827
C 0.61628 1.85468 -1.70711 -0.571 -3.010 0.107 0.6502
N 0.99423 2.98578 -1.02857 1.137 0.159 -0.437 -0.5465
N 1.59390 1.14562 -2.47105 -1.080 -0.033 0.840 -0.5860
H -1.18837 2.09229 -1.34463 -0.153 -0.753 0.358 0.1845
H 0.40519 3.21453 -0.24673 0.017 0.003 0.005 0.2280
H 1.99536 3.09403 -0.84245 -0.717 0.093 -0.254 0.2461
H 2.51884 1.05383 -2.07187 -0.029 0.332 0.113 0.2547
H 1.24355 0.19711 -2.69769 0.060 1.084 0.163 0.3060

77
Properties=species:S:1:pos:R:3:forces:R:3:mulliken_charge:R:1 method="wB97M-V/def2-TZVPD" e_above_lowest_ev=4.0245 charge=+4 e_tot_ha=-4704.1711 molar_mass_g_mol=769.717 multiplicity=1 gap_ev="3.8 / 4.3"
C 2.13726 4.95645 -0.62450 0.157 -0.804 -0.185 -0.1192
C 1.03639 4.84617 -1.50621 -0.953 0.009 0.328 0.8951
C 1.23789 4.25409 -2.76848 0.552 -0.715 0.402 -0.3153
C 2.43915 3.57108 -2.97442 0.308 0.184 -1.424 -0.5204
N 3.38481 3.51206 -2.04014 -2.503 1.042 0.714 0.0011
C 3.29543 4.24138 -0.92912 1.037 0.910 0.462 -0.6746
C -0.29611 5.11379 -1.01002 -0.151 -0.317 0.692 -0.1379
C -1.27880 4.89308 -0.30816 1.112 0.363 -0.700 -0.4300
C -2.13605 4.28436 0.66834 0.010 -0.276 0.393 0.2204
C -1.69709 4.30015 2.01319 -0.226 -0.413 -0.287 -0.5488
C -2.02050 3.22283 2.86782 0.622 0.439 0.307 -0.3390
C -2.75888 2.18071 2.33261 -0.285 0.325 -1.205 -0.2006
C -3.43801 2.29826 1.10209 0.160 -0.793 -0.116 -0.3827
C -3.16103 3.39793 0.28845 0.357 0.276 0.229 -0.5419
Pb -2.20758 -0.09668 2.48690 -0.532 -1.958 0.010 1.1383
P 1.89912 -0.36136 0.31381 3.763 -0.543 -1.322 0.5896
H 0.44843 4.19944 -3.51366 0.195 -0.024 0.108 0.4979
H 2.04849 5.47369 0.32904 0.115 -0.167 -0.205 0.4816
H 2.63305 3.04173 -3.90802 -0.021 0.153 0.079 0.4501
H 4.15804 4.24980 -0.26078 -0.118 0.065 -0.139 0.4735
H -3.65071 3.53544 -0.66870 0.033 -0.257 -0.005 0.5511
H -1.03190 5.11351 2.32192 -0.304 -0.412 0.196 0.5730
H -4.09180 1.50783 0.67982 0.377 0.541 0.504 0.6367
H -1.67698 3.26151 3.90917 0.042 -0.217 -0.532 0.5225
C 2.60324 -2.04134 0.64257 -1.381 -0.512 0.748 -0.5987
C 3.71311 -2.58942 -0.24909 0.556 0.303 -0.595 -1.3178
H 1.72771 -2.71165 0.57480 0.342 -0.013 0.172 0.4317
H 2.92660 -2.03849 1.69567 -0.250 0.024 -0.227 0.5810
H 3.92201 -3.62117 0.05467 -0.151 0.168 0.050 0.4407
H 3.44149 -2.62049 -1.31241 0.023 0.017 0.280 0.3116
H 4.65551 -2.03111 -0.14859 -0.395 -0.178 -0.036 0.2754
C 2.19413 -0.06526 -1.49690 -1.746 0.159 -0.272 -0.2549
C 3.57008 0.34156 -2.03015 0.522 -0.021 0.240 -1.2002
H 1.46933 0.74206 -1.74207 0.245 -0.416 -0.136 0.4673
H 1.83682 -0.97547 -2.01485 0.068 0.408 0.204 0.1936
H 3.50985 0.34379 -3.12401 -0.064 -0.093 0.125 0.4446
H 3.85792 1.36105 -1.74012 -0.039 -0.535 0.132 0.1257
H 4.37003 -0.35434 -1.75252 -0.268 0.210 -0.095 0.2806
C 3.12929 0.76653 1.10613 -1.213 0.807 0.796 -0.1753
C 4.59810 0.36130 1.20592 0.645 -0.448 -0.287 -1.2452
H 2.73081 0.90557 2.12345 0.230 0.202 -0.110 0.5584
H 3.03405 1.73580 0.59356 -0.105 -0.195 0.169 0.0255
H 5.11975 1.11816 1.81046 -0.267 -0.206 -0.090 0.4291
H 4.75431 -0.61030 1.69603 -0.098 0.369 -0.110 0.3306
H 5.10439 0.33877 0.22888 -0.276 -0.039 0.374 0.2437
Br -3.91162 -2.19410 2.41421 0.499 1.608 0.927 -0.3394
P -1.78532 -1.91666 -1.07680 -2.237 -0.007 -0.132 0.6410
C -0.74104 -2.59791 -2.40210 1.075 0.414 0.500 -0.2541
C -1.26722 -3.88393 -3.00354 -0.241 -0.540 -0.234 -1.3868
H 0.22483 -2.77358 -1.89481 -0.105 -0.084 -0.450 0.2133
H -0.58541 -1.81619 -3.15856 0.024 -0.111 0.249 0.4627
H -0.52833 -4.27169 -3.70457 0.045 0.021 -0.011 0.4359
H -1.43532 -4.65801 -2.25005 0.081 0.131 -0.208 0.3255
H -2.19125 -3.73997 -3.56580 0.035 0.069 0.105 0.2985
C -2.93323 -3.23647 -0.53051 0.751 0.068 1.640 0.4694
C -4.30990 -3.33438 -1.15608 -0.573 0.106 -0.338 -1.3592
H -3.13161 -2.97185 0.54878 0.506 -0.424 -1.196 -0.6078
H -2.42095 -4.21314 -0.48471 -0.058 0.494 -0.135 0.4760
H -4.88888 -4.08389 -0.61312 0.128 -0.040 0.003 0.4494
H -4.87700 -2.40284 -1.06426 0.115 -0.100 -0.111 0.2950
H -4.28575 -3.63928 -2.19954 0.009 0.022 -0.032 0.2772
C -2.89037 -0.60065 -1.79967 0.615 0.527 0.528 -0.3328
C -3.31372 -0.83780 -3.24437 -0.083 -0.180 -0.499 -1.2434
H -2.29514 0.33000 -1.72800 -0.300 -0.247 -0.100 0.5071
H -3.76656 -0.46394 -1.13747 0.438 -0.222 -0.159 0.2018
H -3.86620 0.03974 -3.59933 0.107 -0.129 0.059 0.4095
H -2.45031 -0.97086 -3.91306 -0.310 0.062 0.197 0.3135
H -3.97974 -1.70029 -3.36457 0.229 0.204 0.107 0.2445
N -0.90631 -1.70352 6.23694 0.038 0.249 -0.947 -0.0049
C -0.39321 -2.85693 5.64245 -0.254 0.442 0.741 -0.4681
C -0.24395 -2.56196 4.33093 -0.293 0.038 -1.071 -0.3402
N -0.69373 -1.26072 4.08861 -0.408 1.013 0.318 -0.1193
C -1.05863 -0.76065 5.27852 0.120 -1.142 0.553 -0.2755
H -1.17071 -1.57285 7.20839 0.193 -0.156 -0.065 0.2531
H -0.19707 -3.77085 6.20951 0.012 0.522 -0.269 0.3998
H 0.15892 -3.17257 3.52435 -0.284 0.147 0.397 0.4214
H -1.40644 0.24489 5.48591 0.000 -0.175 -0.003 0.4693